[1]
15
Properties=species:S:1:pos:R:3:nbo_charge:R:1 method="wB97M-V/def2-TZVPD" orbital_gap_ev=9.88 smiles="NC=O.CCS" charge=0
C 0.989 -0.088 -1.139 -0.65
C 2.234 -0.476 -1.917 -0.48
S 3.732 0.384 -1.169 -0.07
H 1.011 0.895 -0.672 0.23
H 0.527 -0.940 -0.638 0.22
H 0.140 0.062 -1.822 0.21
H 2.407 -1.555 -1.848 0.21
H 2.135 -0.232 -2.965 0.21
H 3.983 0.919 -2.353 0.12
C -2.699 -0.086 3.003 0.54
N -2.870 0.416 1.726 -0.84
O -3.068 -1.148 3.418 -0.57
H -2.161 0.680 3.617 0.09
H -3.036 1.395 1.659 0.39
H -3.323 -0.226 1.101 0.39



[2]
16
Properties=species:S:1:pos:R:3:nbo_charge:R:1 method="wB97M-V/def2-TZVPD" orbital_gap_ev=9.45 smiles=N[C@H](CO)CSS charge=0
N -0.931 -1.541 0.310 -0.82
C 0.375 -1.236 -0.256 -0.10
C 1.571 -1.950 0.433 -0.07
O 1.845 -3.222 -0.136 -0.71
C 0.678 0.274 -0.297 -0.53
S -0.783 1.275 -0.848 0.09
S -1.026 2.567 0.782 -0.14
H -1.107 -2.494 0.021 0.35
H -0.958 -1.504 1.319 0.36
H 0.421 -1.635 -1.271 0.19
H 1.363 -2.022 1.506 0.16
H 2.489 -1.372 0.318 0.17
H 1.069 -3.509 -0.611 0.46
H 0.897 0.580 0.727 0.23
H 1.489 0.608 -0.936 0.23
H -0.135 3.502 0.397 0.12



[3]
15
Properties=species:S:1:pos:R:3:nbo_charge:R:1 method="wB97M-V/def2-TZVPD" orbital_gap_ev=9.40 smiles="[H]/N=[SiH]/C=C.CO" charge=0
C -1.752 -1.812 -0.980 -0.30
C -0.848 -1.186 -0.341 -0.70
C 1.708 2.552 -0.005 -0.25
N 0.835 -0.661 2.161 -1.29
O 1.513 1.184 -0.494 -0.74
Si -0.322 -1.578 1.393 1.50
H -1.913 -1.694 -2.018 0.20
H -2.327 -2.741 -0.617 0.19
H -0.462 -0.174 -0.653 0.25
H 1.763 2.522 1.056 0.18
H 0.800 3.131 -0.316 0.15
H 2.538 3.085 -0.395 0.18
H 0.871 0.773 0.136 0.47
H 1.124 -1.139 2.954 0.36
H -0.871 -2.842 1.920 -0.21



[4]
14
Properties=species:S:1:pos:R:3:nbo_charge:R:1 method="wB97M-V/def2-TZVPD" orbital_gap_ev="2.20 / 3.92" charge=-1 spin_multiplicity=2
C 2.418 3.117 -3.507 -0.39
N 3.615 2.986 -4.079 -1.00
H 1.917 2.356 -2.848 0.07
H 2.072 4.166 -3.364 0.06
H 4.350 3.562 -3.663 0.27
C -0.972 -0.720 2.510 -0.74
S -0.510 -2.057 1.372 0.17
C -2.161 -2.885 1.345 -0.73
H -1.125 -1.069 3.549 0.20
H -0.222 0.060 2.525 0.24
H -2.008 -0.486 2.226 0.21
H -2.073 -3.727 0.667 0.23
H -2.801 -2.097 0.938 0.21
H -2.502 -3.206 2.328 0.21



[5]
14
Properties=species:S:1:pos:R:3:nbo_charge:R:1 method="wB97M-V/def2-TZVPD" orbital_gap_ev=9.88 smiles=CNCCS charge=0
C -1.159 0.133 1.727 -0.41
N -0.782 -0.793 0.620 -0.65
C 0.459 -0.396 -0.003 -0.23
C 0.411 0.219 -1.428 -0.49
S 2.136 0.851 -1.777 -0.06
H -0.536 -0.013 2.608 0.17
H -0.990 1.156 1.378 0.19
H -2.214 0.021 1.958 0.20
H -0.953 -1.684 1.060 0.37
H 1.151 -1.250 -0.111 0.20
H 0.905 0.386 0.617 0.17
H -0.345 1.012 -1.376 0.20
H 0.010 -0.442 -2.196 0.21
H 1.906 0.800 -3.077 0.13



[6]
14
Properties=species:S:1:pos:R:3:nbo_charge:R:1 method="wB97M-V/def2-TZVPD" orbital_gap_ev=9.56 smiles="C=CN.CS" charge=0
C 0.776 0.241 -2.220 -0.75
S 0.046 1.776 -1.621 -0.02
H 0.687 -0.582 -1.515 0.24
H 0.532 -0.046 -3.239 0.21
H 1.856 0.433 -2.225 0.22
C 0.026 -0.571 1.712 0.02
C -0.746 -1.341 0.944 -0.52
N 0.054 0.826 1.708 -0.81
H 0.710 -1.043 2.411 0.19
H -0.700 -2.417 0.994 0.21
H -1.546 -0.878 0.375 0.18
H -0.968 1.166 -1.008 0.10
H -0.601 1.226 1.055 0.36
H -0.126 1.210 2.628 0.37



One value per record, in order, for energy above the lowest of the compared OMol25 structures with the same formula, charge and spin: 94.3, 93.9, 302.0, 303.1, 94.0, 103.5 kJ/mol.
One value per record, in order, for calculated total energy: -17629.2271, -28464.4658, -14669.2675, -15578.9065, -15581.3567, -15581.2580 eV.